Below is a single C12H13ClN2O5S molecule, with properties calculated with wB97M-V/def2-TZVPD.

Structure (XYZ):
```
34
Properties=species:S:1:pos:R:3
C 6.55 1.13 -0.88
C 5.26 1.24 -0.63
C 4.24 0.20 -1.00
N 3.43 -0.17 0.14
C 2.10 0.04 0.18
O 1.46 0.53 -0.72
C 1.44 -0.40 1.50
H 1.62 0.35 2.28
H 1.82 -1.38 1.81
O 0.04 -0.45 1.32
C -0.40 -1.46 0.54
O 0.30 -2.37 0.19
C -1.84 -1.33 0.22
C -2.48 -0.09 0.32
C -3.82 0.01 -0.02
C -4.52 -1.12 -0.43
C -3.88 -2.35 -0.54
C -2.54 -2.44 -0.22
H -2.02 -3.38 -0.31
H -4.44 -3.21 -0.88
Cl -6.18 -0.93 -0.80
S -4.74 1.56 0.05
O -5.17 1.89 -1.27
O -5.69 1.46 1.12
N -3.63 2.71 0.50
H -2.93 2.92 -0.18
H -3.30 2.65 1.45
H -1.93 0.77 0.64
H 3.90 -0.60 0.92
H 4.73 -0.69 -1.41
H 3.55 0.60 -1.75
H 4.86 2.11 -0.13
H 7.25 1.91 -0.60
H 6.96 0.27 -1.38
```

Calculated values
Frontier orbital gap ... 9.63 eV
E_LUMO ... -0.0006 Ha
Relative energy (zero: lowest compared OMol25 entry of this formula, charge and spin) ... 0.0 kcal per mole
SMILES ... C=CCNC(=O)COC(=O)c1ccc(Cl)c(S(N)(=O)=O)c1
E_HOMO ... -9.6413 eV

Below is a molecular structure, C12H13CrNO6Se2 at a distorted geometry, with properties calculated with wB97M-V/def2-TZVPD.

Structure (XYZ):
```
35
Properties=species:S:1:pos:R:3
Cr 0.55 0.89 -0.02
O 2.94 2.06 3.19
C 2.39 1.91 2.11
O 1.55 1.01 1.77
C 2.65 2.85 0.96
C 3.56 3.88 0.95
C 3.71 4.62 -0.22
C 2.94 4.29 -1.32
C 2.05 3.23 -1.22
N 1.91 2.52 -0.10
C 1.17 2.70 -2.32
O 1.13 3.23 -3.41
O 0.54 1.66 -1.91
H 4.13 4.08 1.84
H 4.42 5.43 -0.27
H 3.00 4.81 -2.26
O 0.28 -2.91 -0.63
C -0.96 -3.54 -0.39
C -2.08 -2.59 0.09
C -3.30 -3.53 0.26
O -4.47 -2.89 0.73
C -1.81 -1.91 1.43
Se -0.24 -0.70 1.70
C -2.46 -1.50 -0.92
Se -1.14 -0.12 -1.49
H 0.91 -3.57 -0.92
H -0.83 -4.32 0.38
H -1.30 -4.03 -1.31
H -3.02 -4.35 0.94
H -3.57 -3.96 -0.71
H -4.24 -2.41 1.53
H -1.69 -2.67 2.21
H -2.66 -1.28 1.69
H -3.30 -0.95 -0.52
H -2.78 -1.96 -1.86
```

Calculated values
Frontier orbital gap (alpha / beta) ... 6.70 / 6.76 eV
Total charge ... -1
E_LUMO (alpha / beta) ... 0.0959 / 0.0895 Ha
Relative energy (zero: lowest compared OMol25 entry of this formula, charge and spin) ... 42.1 kcal per mole
2S+1 ... 4
E_HOMO (alpha / beta) ... -4.0965 / -4.3205 eV

Below is a gas-phase ion, C12H13N2O (charge +1), with properties calculated with wB97M-V/def2-TZVPD.

Structure (XYZ):
```
28
Properties=species:S:1:pos:R:3
C -2.08 2.47 1.84
C -2.78 2.05 0.72
C -0.92 1.80 2.22
C 2.56 0.41 -2.01
C 3.44 -0.47 -1.41
C -2.33 0.98 -0.02
C -0.47 0.72 1.49
C 1.20 0.32 -1.72
C 2.94 -1.43 -0.54
C -1.17 0.31 0.36
C 0.80 -0.67 -0.84
C -0.66 -0.88 -0.44
N 1.65 -1.52 -0.27
N -0.60 -2.10 0.50
O -1.49 -1.18 -1.49
H -2.42 3.31 2.42
H -3.67 2.57 0.42
H -0.37 2.12 3.09
H 2.91 1.17 -2.69
H 4.50 -0.42 -1.60
H -2.87 0.65 -0.90
H 0.44 0.22 1.78
H 0.48 0.99 -2.16
H 3.58 -2.14 -0.04
H -1.14 -2.88 0.11
H -0.94 -1.88 1.44
H 0.49 -2.27 0.48
H -1.01 -1.56 -2.24
```

Calculated values
Frontier orbital gap ... 9.71 eV
Total charge ... +1
E_LUMO ... -0.1128 Ha
Relative energy (zero: lowest compared OMol25 entry of this formula, charge and spin) ... 0.0 kcal per mole
SMILES ... [NH3+][C@@](O)(c1ccccc1)c1ccccn1
E_HOMO ... -12.7793 eV

Below is a gas-phase ion, C12H13N2O (charge +1) at a distorted geometry, with properties calculated with wB97M-V/def2-TZVPD.

Structure (XYZ):
```
28
Properties=species:S:1:pos:R:3
C -2.13 2.58 -1.48
C 3.52 -0.15 -0.44
C 3.53 1.13 0.15
C 2.35 -0.76 -0.69
C 2.33 1.74 0.51
C 1.08 -0.09 -0.61
C 1.15 1.11 0.15
C -0.74 -1.96 -0.68
C -1.42 -1.99 0.75
C -2.13 0.35 1.48
C -0.21 -0.63 -0.99
C -1.34 1.09 0.41
N -1.86 1.80 -0.59
N -2.39 -1.02 1.12
O -0.06 1.53 0.73
H -2.45 3.21 -2.25
H 4.52 -0.54 -0.66
H 4.44 1.68 0.20
H 2.45 -1.74 -1.11
H 2.31 2.56 1.10
H 0.02 -2.66 -0.82
H -1.65 -2.16 -1.42
H -1.92 -2.95 0.64
H -0.64 -2.11 1.41
H -1.46 0.39 2.35
H -3.21 0.80 1.69
H -0.70 -0.10 -1.79
H -3.42 -1.11 0.84
```

Calculated values
Frontier orbital gap (alpha / beta) ... 6.95 / 6.94 eV
Total charge ... +1
E_LUMO (alpha / beta) ... -0.1803 / -0.1804 Ha
Relative energy (zero: lowest compared OMol25 entry of this formula, charge and spin) ... 156.3 kcal per mole
E_HOMO (alpha / beta) ... -11.8578 / -11.8535 eV

Below is a single C12H13N3O molecule, with properties calculated with wB97M-V/def2-TZVPD.

Structure (XYZ):
```
29
Properties=species:S:1:pos:R:3
N -5.65 -2.36 -0.10
C -4.82 -1.64 -0.44
C -3.80 -0.72 -0.84
H -4.02 -0.36 -1.85
C -3.72 0.47 0.14
N -2.67 1.40 -0.19
C -1.33 1.06 -0.11
C -0.85 0.04 0.71
C 0.51 -0.21 0.81
C 1.42 0.54 0.09
C 0.95 1.57 -0.73
C -0.40 1.82 -0.83
H -0.75 2.62 -1.47
H 1.67 2.15 -1.29
O 2.78 0.38 0.11
C 3.32 -0.67 0.88
C 4.84 -0.67 0.65
C 5.16 -1.10 -0.69
N 5.40 -1.45 -1.75
H 5.22 0.34 0.80
H 5.32 -1.34 1.36
H 2.90 -1.64 0.57
H 3.11 -0.52 1.95
H 0.84 -1.01 1.45
H -1.52 -0.56 1.29
H -2.88 2.01 -0.96
H -4.67 1.02 0.13
H -3.56 0.10 1.16
H -2.84 -1.24 -0.86
```

Calculated values
Frontier orbital gap ... 8.49 eV
E_LUMO ... 0.0205 Ha
Relative energy (zero: lowest compared OMol25 entry of this formula, charge and spin) ... 44.8 kcal per mole
SMILES ... N#CCCNc1ccc(OCCC#N)cc1
E_HOMO ... -7.9361 eV

Below is a single C12H13N5S molecule at a distorted geometry, with properties calculated with wB97M-V/def2-TZVPD.

Structure (XYZ):
```
31
Properties=species:S:1:pos:R:3
N 0.72 3.07 3.69
N -0.60 0.66 2.56
N 1.49 1.05 -0.22
S -0.88 3.12 5.89
C -0.30 2.49 4.33
C 0.48 0.75 1.90
C 1.61 1.01 -1.53
C -1.68 -2.61 -0.18
C -1.67 -2.62 -1.53
C 0.67 0.27 0.52
C -0.94 -1.67 0.53
C -0.72 -1.85 -2.24
C 1.03 -0.08 -2.30
C -0.02 -0.78 -0.17
C 0.14 -0.95 -1.64
N -0.84 1.32 3.80
N -0.74 -2.08 -3.60
C 1.33 -0.03 -3.75
H 1.25 3.79 4.21
H 0.34 3.52 6.31
H 1.29 1.35 2.31
H 2.34 1.73 -2.05
H -2.22 -3.45 0.24
H -2.29 -3.30 -2.12
H -0.90 -1.53 1.60
H -1.68 1.02 4.24
H -0.39 -1.33 -4.17
H -1.18 -2.80 -4.18
H 2.18 0.75 -4.01
H 1.74 -1.03 -4.05
H 0.45 0.21 -4.40
```

Calculated values
Frontier orbital gap ... 7.18 eV
E_LUMO ... -0.0032 Ha
Relative energy (zero: lowest compared OMol25 entry of this formula, charge and spin) ... 22.9 kcal per mole
SMILES ... [H]/N=C(\S)N/N=C/c1ncc(C)c2c(N)cccc12
E_HOMO ... -7.2669 eV

no.,electronic energy (eV)
1,-49229.941
2,-185547.260
3,-17676.761
4,-17669.982
5,-19171.822
6,-30937.824